21 unconnected molecules or ions with the total composition C126H84O42 at a distorted geometry, computed with wB97M-V/def2-TZVPD.

Calculated values
Relative energy (zero: lowest compared OMol25 entry of this formula, charge and spin) = 13.19 kcal/mol
Charge = 0
M = 2270.02 u
Multiplicity = 1
DFT total energy = -217991.170 eV

Cartesian coordinates (Å):
1 C 2.93 6.11 3.68
2 C 2.63 5.07 2.90
3 C 1.23 4.66 2.80
4 O 0.96 3.78 1.98
5 C 0.19 5.44 3.46
6 C 0.48 6.58 4.15
7 C 1.89 6.97 4.44
8 O 2.26 7.93 5.10
9 H 3.94 6.49 3.67
10 H 3.36 4.56 2.31
11 H -0.78 5.14 3.11
12 H -0.31 7.21 4.48
13 C 2.66 4.43 -5.19
14 C 1.74 3.84 -4.44
15 C 2.13 2.67 -3.63
16 O 1.34 2.09 -2.93
17 C 3.57 2.23 -3.58
18 C 4.51 2.88 -4.35
19 C 4.11 4.07 -5.14
20 O 4.97 4.69 -5.74
21 H 2.45 5.33 -5.88
22 H 0.73 4.15 -4.33
23 H 3.76 1.37 -2.97
24 H 5.47 2.53 -4.40
25 C 2.74 -4.89 -1.76
26 C 3.53 -4.84 -0.66
27 C 5.00 -4.74 -0.76
28 O 5.69 -4.60 0.29
29 C 5.66 -4.85 -2.10
30 C 4.87 -4.86 -3.14
31 C 3.37 -4.71 -3.07
32 O 2.67 -4.36 -4.03
33 H 1.67 -4.94 -1.62
34 H 3.14 -5.02 0.34
35 H 6.76 -4.95 -2.24
36 H 5.30 -4.82 -4.13
37 C 3.48 -1.30 -5.63
38 C 2.78 -0.22 -6.07
39 C 3.41 0.66 -7.12
40 O 2.85 1.68 -7.54
41 C 4.79 0.48 -7.48
42 C 5.58 -0.31 -6.76
43 C 4.97 -1.34 -5.88
44 O 5.73 -2.14 -5.35
45 H 3.03 -2.05 -5.05
46 H 1.74 0.02 -5.64
47 H 5.15 1.23 -8.21
48 H 6.65 -0.34 -6.89
49 C 2.72 1.24 5.35
50 C 2.56 2.57 5.28
51 C 2.21 3.38 6.50
52 O 2.03 4.58 6.44
53 C 2.09 2.57 7.78
54 C 2.27 1.21 7.86
55 C 2.47 0.46 6.57
56 O 2.47 -0.78 6.61
57 H 2.98 0.60 4.52
58 H 2.82 3.18 4.43
59 H 1.85 3.14 8.66
60 H 2.13 0.58 8.75
61 C 0.94 -1.77 -9.12
62 C 2.20 -1.95 -9.02
63 C 2.77 -3.09 -8.23
64 O 3.94 -3.19 -8.00
65 C 1.73 -4.09 -7.61
66 C 0.44 -3.81 -7.71
67 C -0.06 -2.64 -8.50
68 O -1.26 -2.45 -8.61
69 H 0.44 -0.89 -9.65
70 H 2.91 -1.27 -9.47
71 H 2.17 -4.91 -7.01
72 H -0.25 -4.37 -7.13
73 C -0.01 -6.31 1.39
74 C -0.78 -5.94 0.37
75 C -1.06 -4.47 0.20
76 O -1.73 -4.12 -0.77
77 C -0.39 -3.54 1.12
78 C 0.25 -3.97 2.21
79 C 0.32 -5.37 2.49
80 O 0.84 -5.81 3.48
81 H 0.36 -7.32 1.62
82 H -1.13 -6.58 -0.44
83 H -0.45 -2.52 0.86
84 H 0.95 -3.34 2.79
85 C -1.08 -7.57 -5.42
86 C -2.13 -7.80 -4.61
87 C -2.59 -6.79 -3.67
88 O -3.67 -6.94 -3.08
89 C -1.78 -5.49 -3.47
90 C -0.74 -5.31 -4.29
91 C -0.25 -6.33 -5.17
92 O 0.90 -6.27 -5.65
93 H -0.76 -8.31 -6.20
94 H -2.74 -8.66 -4.72
95 H -2.11 -4.78 -2.74
96 H -0.19 -4.38 -4.32
97 C 2.72 -2.85 4.18
98 C 2.77 -3.71 5.15
99 C 3.91 -4.63 5.29
100 O 4.02 -5.40 6.24
101 C 4.93 -4.61 4.16
102 C 4.92 -3.71 3.20
103 C 3.75 -2.79 3.09
104 O 3.53 -2.08 2.14
105 H 2.08 -2.04 4.03
106 H 2.01 -3.76 5.92
107 H 5.80 -5.24 4.30
108 H 5.62 -3.78 2.39
109 C -3.64 -2.43 1.14
110 C -3.74 -1.23 1.66
111 C -3.75 -1.01 3.17
112 O -3.45 0.05 3.68
113 C -4.10 -2.22 3.95
114 C -4.05 -3.43 3.37
115 C -3.70 -3.71 1.99
116 O -3.51 -4.83 1.59
117 H -3.56 -2.62 0.06
118 H -3.69 -0.35 0.99
119 H -4.19 -2.16 5.02
120 H -4.27 -4.38 3.87
121 C -5.78 5.44 6.41
122 C -4.53 5.57 5.94
123 C -3.97 4.45 5.05
124 O -3.01 4.78 4.33
125 C -4.76 3.24 4.81
126 C -5.97 3.13 5.35
127 C -6.51 4.20 6.30
128 O -7.56 3.98 6.83
129 H -6.31 6.13 7.04
130 H -3.94 6.42 6.00
131 H -4.28 2.48 4.19
132 H -6.71 2.39 5.10
133 C -1.56 0.07 -5.60
134 C -2.66 0.78 -5.48
135 C -4.04 0.26 -5.26
136 O -5.01 0.99 -5.04
137 C -4.11 -1.20 -5.11
138 C -3.04 -1.99 -5.16
139 C -1.64 -1.39 -5.35
140 O -0.64 -2.02 -5.19
141 H -0.51 0.37 -5.65
142 H -2.62 1.88 -5.43
143 H -5.04 -1.57 -4.67
144 H -3.06 -3.09 -4.85
145 C -1.61 2.19 -2.57
146 C -1.55 3.48 -2.61
147 C -2.75 4.33 -2.67
148 O -2.69 5.54 -2.61
149 C -4.12 3.64 -2.75
150 C -4.23 2.34 -2.63
151 C -2.94 1.50 -2.56
152 O -3.04 0.31 -2.42
153 H -0.68 1.56 -2.62
154 H -0.60 4.00 -2.45
155 H -5.01 4.25 -2.65
156 H -5.16 1.79 -2.67
157 C -8.82 0.41 1.41
158 C -10.03 -0.08 1.21
159 C -10.38 -1.45 1.64
160 O -11.44 -1.93 1.40
161 C -9.45 -2.13 2.59
162 C -8.25 -1.59 2.85
163 C -7.79 -0.33 2.21
164 O -6.66 0.12 2.41
165 H -8.52 1.28 0.88
166 H -10.73 0.44 0.54
167 H -9.79 -3.06 2.98
168 H -7.55 -2.04 3.54
169 C 6.33 1.12 0.81
170 C 6.26 1.63 -0.43
171 C 6.51 0.65 -1.49
172 O 6.69 0.97 -2.63
173 C 6.39 -0.80 -1.16
174 C 6.41 -1.25 0.07
175 C 6.40 -0.33 1.23
176 O 6.53 -0.68 2.37
177 H 6.13 1.82 1.65
178 H 5.98 2.60 -0.71
179 H 6.39 -1.47 -2.02
180 H 6.44 -2.33 0.27
181 C 2.89 6.82 -2.76
182 C 3.71 5.78 -2.55
183 C 3.45 4.93 -1.32
184 O 4.23 4.15 -0.82
185 C 2.09 5.00 -0.77
186 C 1.14 5.90 -1.15
187 C 1.54 7.01 -2.05
188 O 1.01 8.08 -2.14
189 H 3.15 7.57 -3.53
190 H 4.53 5.64 -3.23
191 H 1.82 4.26 0.00
192 H 0.24 5.98 -0.67
193 C -3.74 5.40 0.80
194 C -4.98 4.89 0.68
195 C -5.08 3.45 0.38
196 O -6.17 2.98 0.14
197 C -3.91 2.57 0.54
198 C -2.68 3.03 0.76
199 C -2.56 4.52 0.76
200 O -1.49 5.02 0.42
201 H -3.41 6.50 0.85
202 H -5.88 5.44 0.71
203 H -4.01 1.52 0.35
204 H -1.78 2.45 0.96
205 C -1.30 0.29 6.51
206 C -0.45 -0.42 5.76
207 C -0.06 0.04 4.42
208 O 0.55 -0.61 3.58
209 C -0.48 1.47 4.00
210 C -1.35 2.14 4.79
211 C -1.80 1.66 6.09
212 O -2.43 2.46 6.78
213 H -1.66 0.00 7.47
214 H -0.19 -1.45 5.98
215 H -0.29 1.81 3.00
216 H -1.72 3.08 4.48
217 C 6.80 2.47 6.42
218 C 7.09 1.73 7.47
219 C 6.63 0.25 7.63
220 O 6.64 -0.28 8.71
221 C 6.03 -0.37 6.41
222 C 5.67 0.39 5.38
223 C 6.00 1.86 5.29
224 O 5.59 2.56 4.41
225 H 6.98 3.54 6.42
226 H 7.54 2.14 8.31
227 H 5.68 -1.38 6.45
228 H 5.13 -0.02 4.54
229 C -7.07 -1.80 -1.54
230 C -5.78 -1.90 -1.37
231 C -5.11 -3.16 -1.94
232 O -3.92 -3.18 -2.18
233 C -5.96 -4.31 -2.25
234 C -7.28 -4.17 -2.43
235 C -7.92 -2.87 -2.05
236 O -9.07 -2.64 -2.25
237 H -7.77 -0.99 -1.33
238 H -5.11 -1.12 -1.10
239 H -5.49 -5.18 -2.59
240 H -7.84 -4.99 -2.78
241 C -0.18 -1.05 -1.19
242 C 0.97 -1.33 -1.77
243 C 2.34 -0.65 -1.33
244 O 3.42 -1.09 -1.64
245 C 2.24 0.34 -0.16
246 C 1.07 0.69 0.32
247 C -0.18 0.10 -0.17
248 O -1.22 0.42 0.41
249 H -1.09 -1.50 -1.46
250 H 0.99 -2.16 -2.45
251 H 3.16 0.75 0.22
252 H 0.93 1.30 1.17

=====

C5H10N2O3 in the gas phase at a distorted geometry, computed with wB97M-V/def2-TZVPD.

Calculated values
Relative energy (zero: lowest compared OMol25 entry of this formula, charge and spin) = 63.31 kcal/mol
Charge = 0
SMILES = NC(=O)CC[C@H](N)C(=O)O
M = 146.15 u
Multiplicity = 1
DFT total energy = -14468.406 eV

Cartesian coordinates (Å):
1 C -0.17 -1.54 0.05
2 C -1.63 -1.28 0.56
3 C 0.65 -0.37 0.51
4 C 0.51 0.75 -0.55
5 C 1.53 1.80 -0.10
6 H 0.05 -0.90 -1.70
7 H 0.40 -2.60 -1.43
8 H 0.16 -2.61 0.47
9 H 0.48 0.10 1.53
10 H 1.70 -0.76 0.32
11 H -0.52 1.00 -0.25
12 H 0.49 0.55 -1.70
13 H 1.54 3.86 -0.10
14 H -0.06 2.95 0.10
15 H -2.12 -2.24 -0.85
16 N -0.18 -1.82 -1.31
17 N 0.92 2.96 -0.01
18 O -1.69 -0.47 1.44
19 O 2.79 1.70 0.00
20 O -2.67 -1.67 -0.18

=====

8 unconnected molecules or ions with the total composition C32H76N4O12S4 at a distorted geometry, computed with wB97M-V/def2-TZVPD.

Calculated values
Relative energy (zero: lowest compared OMol25 entry of this formula, charge and spin) = 0.00 kcal/mol
Charge = 0
SMILES = O=S1(=O)CCCC1.O=S1(=O)CCCC1.O=S1(=O)CCCC1.O=S1(=O)CCCC1.COC[C@H](C)N.COC[C@H](C)N.COC[C@H](C)N.COC[C@H](C)N
M = 837.24 u
Multiplicity = 1
DFT total energy = -108283.364 eV

Cartesian coordinates (Å):
1 C 3.83 0.56 2.51
2 C 3.75 1.43 1.31
3 C 3.48 2.83 1.69
4 O 2.24 2.90 2.34
5 C 2.07 4.14 2.93
6 N 5.12 1.35 0.78
7 H 2.91 0.47 3.08
8 H 4.61 0.92 3.18
9 H 4.13 -0.43 2.22
10 H 2.99 1.01 0.64
11 H 3.54 3.54 0.86
12 H 4.36 3.10 2.29
13 H 1.98 4.91 2.17
14 H 2.88 4.40 3.62
15 H 1.16 4.02 3.56
16 H 5.23 1.76 -0.12
17 H 5.45 0.41 0.71
18 C -0.08 2.92 -4.20
19 C -1.11 4.10 -4.19
20 C -0.68 5.11 -5.22
21 O -1.70 6.12 -5.28
22 C -1.68 6.83 -6.49
23 N -2.47 3.60 -4.40
24 H 0.02 2.38 -5.18
25 H -0.46 2.21 -3.46
26 H 0.86 3.29 -3.88
27 H -0.98 4.59 -3.16
28 H -0.59 4.52 -6.19
29 H 0.27 5.61 -4.99
30 H -0.73 7.46 -6.49
31 H -2.49 7.57 -6.44
32 H -1.85 6.26 -7.39
33 H -2.59 3.34 -5.34
34 H -3.15 4.30 -4.15
35 C -0.07 -4.26 -1.85
36 C -0.80 -3.10 -2.52
37 C -1.82 -2.39 -1.53
38 O -2.91 -3.32 -1.31
39 C -3.73 -2.97 -0.25
40 N 0.20 -2.10 -2.95
41 H 0.68 -4.66 -2.56
42 H -0.66 -5.15 -1.61
43 H 0.37 -3.82 -0.97
44 H -1.32 -3.47 -3.38
45 H -2.24 -1.47 -1.90
46 H -1.25 -2.16 -0.58
47 H -4.36 -3.89 -0.11
48 H -4.33 -2.08 -0.53
49 H -3.22 -2.83 0.73
50 H 0.64 -2.34 -3.84
51 H 0.86 -1.73 -2.31
52 C -1.48 1.09 -1.11
53 C -0.50 1.60 -0.02
54 C 0.15 0.44 0.75
55 O 0.94 -0.26 -0.20
56 C 1.43 -1.45 0.23
57 N 0.32 2.65 -0.69
58 H -0.87 0.51 -1.82
59 H -1.95 1.97 -1.56
60 H -2.19 0.40 -0.70
61 H -1.06 2.10 0.75
62 H -0.60 -0.28 1.19
63 H 0.81 0.85 1.55
64 H 0.66 -2.14 0.61
65 H 2.12 -1.37 1.04
66 H 1.99 -2.00 -0.56
67 H 0.74 2.23 -1.53
68 H 1.11 2.95 -0.13
69 C 3.34 -0.72 -2.41
70 C 2.33 0.31 -2.95
71 C 2.56 0.33 -4.45
72 S 4.32 -0.10 -4.71
73 O 5.04 1.12 -5.15
74 O 4.34 -1.35 -5.33
75 C 4.69 -0.37 -3.01
76 H 3.05 -1.68 -2.80
77 H 3.45 -0.78 -1.31
78 H 2.50 1.33 -2.51
79 H 1.33 -0.03 -2.75
80 H 2.37 1.27 -4.95
81 H 2.06 -0.47 -4.96
82 H 5.09 0.55 -2.59
83 H 5.39 -1.20 -2.91
84 C -1.06 0.38 4.45
85 C 0.41 0.14 4.87
86 C 0.86 -1.18 4.24
87 S -0.58 -2.20 4.51
88 O -0.43 -2.97 5.70
89 O -0.94 -2.89 3.27
90 C -1.80 -0.86 4.75
91 H -1.26 0.68 3.40
92 H -1.47 1.23 5.01
93 H 0.45 0.07 5.96
94 H 1.02 0.95 4.57
95 H 1.76 -1.67 4.62
96 H 1.04 -1.00 3.24
97 H -2.12 -1.03 5.79
98 H -2.68 -1.07 4.15
99 C 1.46 -6.82 4.01
100 C 0.24 -6.37 3.21
101 C 0.73 -5.41 2.06
102 S 2.34 -4.85 2.58
103 O 2.27 -3.41 2.66
104 O 3.36 -5.48 1.77
105 C 2.32 -5.56 4.25
106 H 2.06 -7.58 3.42
107 H 1.17 -7.30 4.95
108 H -0.41 -5.80 3.85
109 H -0.44 -7.23 2.98
110 H 0.04 -4.53 2.05
111 H 0.81 -5.84 1.06
112 H 1.85 -4.86 4.94
113 H 3.37 -5.66 4.47
114 C -6.35 2.14 0.27
115 C -6.70 2.04 1.69
116 C -6.01 0.86 2.30
117 S -4.34 1.17 1.65
118 O -3.72 -0.12 1.43
119 O -3.63 2.18 2.45
120 C -4.83 2.07 0.18
121 H -6.82 3.01 -0.21
122 H -6.74 1.22 -0.21
123 H -7.75 2.05 1.90
124 H -6.34 2.89 2.32
125 H -6.28 -0.08 1.77
126 H -5.91 0.84 3.37
127 H -4.51 1.50 -0.72
128 H -4.32 3.01 0.21

=====

2 unconnected molecules or ions with the total composition C6H14FN4OS at a distorted geometry, computed with wB97M-V/def2-TZVPD.

Calculated values
Charge = +1
M = 209.27 u
Multiplicity = 1
DFT total energy = -28002.055 eV

Cartesian coordinates (Å):
1 C 4.59 0.93 -0.24
2 C 3.70 2.16 -0.48
3 F 3.92 3.15 0.43
4 N 2.27 1.84 -0.51
5 C 1.32 2.68 -0.90
6 N 0.15 2.08 -0.81
7 C 0.37 0.82 -0.38
8 N -0.57 -0.09 -0.20
9 S -0.10 -1.67 0.33
10 N 1.68 0.68 -0.16
11 H 4.64 0.66 0.83
12 H 4.09 0.07 -0.74
13 H 5.59 1.05 -0.67
14 H 3.94 2.53 -1.49
15 H 1.43 3.71 -1.23
16 H -1.56 0.09 -0.40
17 H 0.97 -1.92 -0.49
18 H 2.17 -0.13 0.19
19 C -4.98 -2.29 1.31
20 C -4.03 -2.19 0.14
21 O -3.24 -1.00 0.24
22 H -5.64 -1.43 1.35
23 H -5.59 -3.19 1.24
24 H -4.43 -2.31 2.26
25 H -4.58 -2.15 -0.80
26 H -3.36 -3.05 0.11
27 H -2.75 -1.04 1.06